# C6H16N2O

The molecule C6H16N2O at a distorted geometry (ωB97M-V/def2-TZVPD, the OMol25 dataset).

```
25
Properties=species:S:1:pos:R:3:forces:R:3:nbo_charge:R:1
O -2.1885 1.0893 -0.3229 0.028 0.057 0.117 -0.742
N -0.9567 1.7697 -2.1678 0.025 0.164 0.041 -0.852
N -1.4958 -0.5216 -1.8312 -0.155 -0.100 0.048 -0.866
C -1.1320 0.7243 -1.1900 1.431 -0.099 0.109 0.537
C 1.2572 -2.2354 2.1978 0.067 0.092 -0.153 -0.604
C 0.0554 -0.6211 0.5957 1.824 -0.793 0.575 -0.419
C 1.4399 -1.2895 1.0199 -1.358 0.354 -0.175 -0.382
C 0.7166 1.7892 0.2877 -0.046 -0.174 -0.327 -0.622
C 0.2692 0.5014 -0.3930 -1.930 0.375 -0.796 -0.237
H -0.7077 2.6389 -1.7121 0.010 0.052 0.024 0.363
H 1.5537 1.5928 0.9531 0.043 0.039 0.112 0.212
H -2.4027 0.3244 0.2218 0.005 -0.096 0.036 0.476
H -2.3575 -0.3997 -2.3564 0.093 0.019 0.041 0.363
H -0.5624 -1.4043 0.1556 -0.018 0.019 0.079 0.229
H 0.9003 -1.6902 3.0704 -0.028 0.002 0.096 0.200
H 0.9959 0.2037 -1.1530 -0.002 -0.032 -0.027 0.204
H 2.1960 -2.7207 2.4612 0.007 -0.081 0.051 0.207
H -0.1075 2.2121 0.8598 -0.017 0.030 0.113 0.218
H -0.7687 -0.7973 -2.4797 -0.007 0.017 -0.047 0.369
H -0.4422 -0.2437 1.4912 -0.045 0.031 0.101 0.192
H 1.8142 -1.8394 0.1543 0.062 0.026 -0.041 0.193
H 2.1886 -0.5375 1.2742 -0.081 0.138 -0.071 0.191
H 1.0486 2.5213 -0.4453 0.058 0.125 -0.008 0.207
H -1.8376 1.9361 -2.6484 0.070 -0.053 0.058 0.359
H 0.5235 -3.0029 1.9569 -0.037 -0.110 0.044 0.201
```
Forces are in eV/Å.

As for the frontier orbital gap: 10.581 eV. Its largest force on an atom is 2.12 eV Å⁻¹. The relative energy (zero: lowest compared OMol25 entry of this formula, charge and spin) is 28.6 kJ/mol. For the HOMO energy, the calculation gives -9.623 eV. Its SMILES is CCC[C@H](C)C(N)(N)O.

# C6H16N2O

The molecule C6H16N2O at a distorted geometry (ωB97M-V/def2-TZVPD, the OMol25 dataset).

```
25
Properties=species:S:1:pos:R:3:forces:R:3:nbo_charge:R:1
O 0.9080 -0.8603 -1.2809 -0.717 0.236 -0.033 -0.733
N -1.1972 -1.0143 -0.1863 -1.014 0.434 -0.405 -0.321
N -2.0512 -0.4924 0.8586 0.634 -0.120 -0.156 -0.670
C 0.0606 1.9100 -0.4509 -0.239 -0.067 0.016 -0.611
C 2.0127 1.0444 0.8448 -0.107 -0.359 0.263 -0.608
C 0.2344 -0.6517 -0.0319 0.961 -0.248 1.182 0.427
C -1.7715 -0.7937 -1.5103 0.023 -0.253 -0.372 -0.424
C 0.5279 0.8045 0.5047 -0.051 0.252 -0.006 -0.268
C 0.8218 -1.7081 0.9255 0.217 -0.125 0.254 -0.629
H 2.3018 0.4786 1.7367 0.050 0.016 -0.230 0.219
H -1.0290 1.9269 -0.5361 0.080 -0.039 -0.143 0.201
H 1.6280 -0.2213 -1.3583 -0.240 -0.120 0.104 0.474
H 1.9165 -1.6666 0.9463 -0.155 0.242 0.047 0.201
H 2.1994 2.1001 1.0706 -0.152 -0.143 -0.129 0.214
H 0.4458 -1.5927 1.9477 -0.031 0.040 -0.153 0.214
H -1.2493 -1.3851 -2.2706 0.063 0.228 0.257 0.222
H 0.3556 2.8974 -0.0783 0.030 -0.198 -0.007 0.211
H -2.4239 0.4295 0.6218 0.173 -0.075 -0.154 0.324
H -1.7572 0.2556 -1.8159 -0.030 0.144 -0.107 0.164
H -2.8629 -1.1015 0.9858 0.600 -0.007 -0.246 0.358
H 0.4865 1.7909 -1.4516 -0.082 0.017 0.031 0.204
H 0.5817 -2.7232 0.5835 -0.204 0.406 -0.078 0.225
H -2.8133 -1.1353 -1.5370 0.195 0.040 0.321 0.194
H -0.0102 0.9481 1.4513 -0.073 -0.334 -0.255 0.226
H 2.6851 0.7601 0.0309 0.069 0.036 -0.001 0.186
```
Forces are in eV/Å.

As for the frontier orbital gap: 9.411 eV. Its largest force on an atom is 1.54 eV Å⁻¹. The relative energy (zero: lowest compared OMol25 entry of this formula, charge and spin) is 196.3 kJ/mol. For the HOMO energy, the calculation gives -8.513 eV. Its SMILES is CC(C)[C@](C)(O)N(C)N.

# C6H16N2O

A cluster of 2 separate species, C6H16N2O in total at a distorted geometry (ωB97M-V/def2-TZVPD, the OMol25 dataset).

```
25
Properties=species:S:1:pos:R:3:forces:R:3:nbo_charge:R:1
O -1.7514 0.6476 -0.3474 1.375 2.111 0.999 -0.795
N 1.5140 1.1088 -1.2226 -0.212 -0.665 0.771 -0.802
N 0.4436 1.5231 0.7379 0.302 -0.893 -0.548 -0.578
C -1.2819 -0.6109 -0.6389 1.829 -0.606 0.463 0.132
C -1.2751 -0.9095 -2.1414 -0.151 0.144 0.361 -0.626
C -2.0319 -1.6844 0.1534 0.014 0.283 -0.231 -0.627
C 1.3199 0.7972 0.0984 0.744 2.407 0.332 0.498
C 2.3941 -0.0291 0.7551 -0.310 -0.174 -0.124 -0.695
C 0.3293 1.4135 2.1753 -0.018 -0.299 -0.033 -0.428
H 2.2850 0.6971 -1.7210 -0.459 0.062 -0.221 0.398
H 2.9810 -0.5684 0.0126 -0.050 -0.081 0.064 0.222
H -0.8936 1.2478 0.1389 -1.920 -1.520 -1.332 0.483
H 0.0517 0.4037 2.4896 -0.032 -0.051 0.111 0.188
H -0.4551 2.0922 2.4952 -0.019 0.023 0.124 0.214
H 1.9467 -0.7352 1.4529 0.072 -0.058 -0.001 0.241
H 0.7986 1.6822 -1.6437 0.325 -0.048 -0.269 0.417
H -1.5953 -2.6698 0.0000 0.020 -0.100 0.025 0.196
H -0.6786 -0.1655 -2.6683 -0.021 0.015 -0.056 0.199
H -2.2968 -0.8725 -2.5182 -0.054 0.013 -0.097 0.208
H 1.2578 1.6870 2.6796 0.055 0.044 0.049 0.186
H -2.0303 -1.4389 1.2133 0.082 -0.017 0.082 0.207
H -3.0717 -1.7054 -0.1723 -0.096 -0.048 -0.039 0.206
H 3.0710 0.6189 1.3162 -0.117 0.051 -0.019 0.242
H -0.1688 -0.6315 -0.3048 -1.378 -0.531 -0.381 0.115
H -0.8623 -1.8982 -2.3400 0.020 -0.062 -0.029 0.198
```
Forces are in eV/Å.

As for the frontier orbital gap: 9.608 eV. Its largest force on an atom is 2.79 eV Å⁻¹. The relative energy (zero: lowest compared OMol25 entry of this formula, charge and spin) is 146.8 kJ/mol. For the HOMO energy, the calculation gives -8.905 eV. Its SMILES is C/N=C(\C)N.CC(C)O.

# C6H16N2O

The molecule C6H16N2O at a distorted geometry (ωB97M-V/def2-TZVPD, the OMol25 dataset).

```
25
Properties=species:S:1:pos:R:3:forces:R:3:nbo_charge:R:1
O -0.4699 -2.0739 2.2727 0.139 -0.077 -0.344 -0.721
N -2.1284 0.2523 -1.3502 -0.543 -0.152 -0.209 -0.844
N -0.5346 0.7888 1.4611 -0.437 -0.271 0.497 -0.846
C -0.7020 0.0194 -1.5876 0.068 -0.445 1.000 -0.041
C -0.0851 -0.8459 -0.3751 -0.224 0.732 -1.469 -0.428
C 1.7705 0.5821 0.6680 0.073 -0.072 0.101 -0.621
C -0.0097 1.3235 -1.9482 0.583 0.086 -0.114 -0.625
C 0.4303 -0.1314 0.8837 0.501 -1.521 0.630 0.089
C 0.7026 -1.3255 1.9650 -0.376 1.145 -0.545 -0.058
H 1.0582 1.1657 -2.1251 -0.015 0.127 0.010 0.210
H 2.2434 0.8328 1.6247 -0.190 -0.073 -0.059 0.219
H -0.4357 1.7512 -2.8652 -0.002 -0.189 0.158 0.210
H 1.4894 -2.0112 1.6300 0.021 0.272 -0.290 0.162
H -0.8863 -1.5487 -0.1167 0.063 0.242 0.028 0.217
H 1.0476 -0.8730 2.9012 -0.188 0.072 -0.177 0.186
H -2.3011 1.0108 -0.6946 0.204 -0.159 -0.078 0.347
H -0.5576 -2.7707 1.6040 -0.055 0.322 0.337 0.467
H -0.7326 1.5745 0.8534 0.131 -0.083 -0.033 0.349
H 1.6642 1.5192 0.1169 -0.068 -0.134 0.039 0.213
H 0.7282 -1.4468 -0.7995 0.044 0.066 0.054 0.200
H -0.6376 -0.6357 -2.4661 -0.079 0.021 0.208 0.190
H -0.1222 2.0826 -1.1676 0.043 -0.115 -0.036 0.191
H 2.4670 -0.0556 0.1128 -0.113 0.060 0.041 0.208
H -1.4147 0.2920 1.6238 0.313 0.220 0.012 0.372
H -2.5839 0.5236 -2.2212 0.106 -0.074 0.239 0.355
```
Forces are in eV/Å.

As for the frontier orbital gap: 9.885 eV. Its largest force on an atom is 1.72 eV Å⁻¹. The relative energy (zero: lowest compared OMol25 entry of this formula, charge and spin) is 109.0 kJ/mol. For the HOMO energy, the calculation gives -9.055 eV. Its SMILES is C[C@H](N)C[C@@](C)(N)CO.